{
  "formula": "C27H49EuF2NO2Si2",
  "method": "ωB97M-V with the def2-TZVPD basis set",
  "homo_energy_ev": [-9.124, -9.116],
  "de_lowest_kj_mol": 283.6,
  "total_charge": 1,
  "orbital_gap_ev": [6.88, 6.97],
  "multiplicity": 7,
  "elements": ["O", "O", "C", "C", "H", "H", "H", "H", "H", "C", "C", "H", "H", "H", "H", "H", "C", "C", "C", "H", "H", "H", "H", "H", "C", "H", "H", "H", "H", "H", "H", "Eu", "C", "Si", "H", "H", "C", "C", "C", "C", "Si", "H", "H", "C", "C", "C", "H", "H", "H", "H", "H", "H", "H", "H", "H", "H", "H", "H", "H", "H", "H", "H", "H", "H", "F", "C", "C", "C", "C", "C", "F", "C", "C", "C", "C", "C", "C", "N", "H", "H", "H", "H", "H", "H"],
  "xyz": [[-1.2376, -2.3461, -1.6105], [-2.2945, -0.7887, -2.8826], [-0.3027, -3.4357, -1.9630], [0.7387, -3.6742, -0.8932], [0.1797, -3.1420, -2.9056], [-0.9244, -4.3199, -2.1477], [1.2411, -2.7567, -0.5723], [1.5125, -4.3667, -1.2539], [0.2722, -4.1498, -0.0274], [-2.0814, -2.6527, -0.4629], [-3.2014, -3.5366, -0.9423], [-2.4405, -1.6827, -0.1064], [-1.4660, -3.0794, 0.3382], [-3.8339, -3.0726, -1.7155], [-3.8323, -3.7631, -0.0828], [-2.7996, -4.4813, -1.3323], [-3.4335, 0.2697, -2.7203], [-2.0941, -1.2401, -4.3056], [-4.4762, -0.1928, -1.7462], [-3.8175, 0.4485, -3.7348], [-2.8956, 1.1576, -2.3601], [-4.9314, -1.1379, -2.0727], [-5.2718, 0.5636, -1.7104], [-4.0799, -0.2657, -0.7262], [-3.1766, -2.2658, -4.5027], [-1.0813, -1.6596, -4.3445], [-2.1346, -0.3426, -4.9408], [-3.0854, -3.0714, -3.7570], [-3.0788, -2.7140, -5.4927], [-4.1601, -1.7870, -4.4030], [-2.1669, -1.7074, -2.3428], [0.9816, 1.3287, 0.9842], [-0.1055, 0.5955, -0.7347], [0.5867, 1.1916, -2.3440], [-1.2178, 0.7633, -0.6122], [-0.0217, -0.5142, -0.6857], [1.4869, -0.1564, -3.2883], [1.8068, 2.4957, -1.7167], [-0.5847, 2.0530, -3.5165], [2.9953, -0.0422, 0.6187], [4.0796, 1.0047, 1.6807], [3.2122, -0.2169, -0.4443], [2.5602, -0.9726, 1.0410], [4.5662, 2.5830, 0.7664], [5.6325, 0.0729, 2.1500], [3.1727, 1.5429, 3.2648], [0.0101, 2.8455, -3.9968], [-1.4033, 2.5436, -2.9757], [-0.9975, 1.3702, -4.2726], [2.4430, -0.3969, -2.7991], [1.7075, 0.2474, -4.2910], [0.8750, -1.0666, -3.4029], [2.6307, 2.0478, -1.1271], [1.2831, 3.2702, -1.1206], [2.2341, 2.9809, -2.6035], [5.8447, -0.6957, 1.3960], [5.5269, -0.4234, 3.1224], [6.5005, 0.7428, 2.2064], [2.5465, 0.7471, 3.6999], [2.5451, 2.4479, 3.1583], [3.9544, 1.7806, 4.0054], [5.5236, 2.9297, 1.1804], [3.8384, 3.4012, 0.8851], [4.7153, 2.3969, -0.3054], [-1.2570, 6.1037, 3.3104], [-0.9651, 4.7616, 3.4090], [-0.9271, 3.9774, 2.2556], [-0.6987, 2.6474, 2.4396], [-0.5514, 1.9909, 3.6593], [-0.5130, 2.8794, 4.7650], [-0.0418, 2.4132, 5.9685], [-0.7545, 4.2447, 4.6871], [-0.3570, 0.5153, 3.7709], [-0.5343, -0.1754, 4.9764], [-0.2655, -1.5434, 5.0382], [0.1464, -2.2135, 3.8852], [0.2604, -1.4998, 2.6932], [-0.0124, -0.1737, 2.6397], [-1.0767, 4.4269, 1.2645], [-0.7492, 4.8636, 5.5686], [-0.8551, 0.3797, 5.8466], [-0.3640, -2.0649, 5.9856], [0.3760, -3.2755, 3.8822], [0.5648, -1.9630, 1.7517]],
  "forces_ev_per_angstrom": [[0.797, -1.451, 0.886], [-1.280, 1.690, -1.779], [-0.424, 0.309, -0.347], [-0.022, -0.232, 0.262], [-0.321, 0.085, 0.280], [0.384, 0.006, -0.026], [-0.121, 0.003, -0.169], [-0.295, 0.197, -0.036], [0.211, 0.029, 0.048], [0.334, 0.282, -0.326], [-0.257, -0.509, 0.449], [0.084, -0.083, -0.026], [-0.295, -0.022, -0.241], [0.315, -0.067, 0.355], [-0.177, -0.166, -0.107], [-0.281, 0.187, 0.121], [1.065, -0.485, 0.068], [-0.182, 0.196, 0.996], [-0.238, -0.100, 0.010], [0.174, -0.199, 0.376], [-0.147, -0.440, -0.220], [0.086, 0.255, 0.241], [0.180, -0.136, -0.081], [-0.059, -0.134, -0.275], [-0.027, -0.145, -0.589], [-0.269, 0.180, 0.074], [-0.116, -0.457, 0.252], [-0.008, 0.278, -0.328], [-0.217, -0.018, 0.009], [0.177, -0.292, -0.142], [0.812, 0.981, 0.198], [0.513, 1.420, 1.714], [-2.788, -1.826, -2.064], [0.025, -0.335, 1.064], [0.830, 0.112, -0.073], [0.100, 0.418, -0.050], [0.209, 0.280, -0.250], [0.132, 0.044, -0.500], [-0.007, 0.291, 0.019], [-0.909, 0.096, -0.013], [0.375, -0.955, -0.572], [0.303, 0.134, 0.328], [0.485, 0.264, 0.078], [0.025, 0.048, 0.013], [0.413, 0.114, 0.230], [-0.065, 0.006, 0.083], [-0.361, -0.234, -0.180], [0.135, -0.010, -0.183], [0.142, 0.353, 0.130], [-0.315, -0.121, -0.176], [0.059, -0.313, 0.211], [0.287, 0.320, 0.093], [-0.276, 0.229, -0.294], [0.205, -0.111, -0.257], [0.226, 0.232, 0.424], [-0.068, 0.193, 0.165], [0.043, 0.012, -0.142], [-0.070, -0.165, 0.099], [0.196, 0.153, -0.047], [0.203, -0.193, 0.119], [-0.339, 0.028, -0.155], [-0.247, 0.062, -0.110], [0.177, -0.133, -0.104], [0.011, 0.081, 0.220], [0.355, -1.108, 0.116], [-0.764, 0.984, 0.027], [-0.041, 1.360, 0.867], [0.508, -2.590, -1.942], [0.061, 1.455, 1.088], [0.674, -0.786, 0.239], [-0.587, 0.327, -0.278], [0.060, -0.469, -0.767], [-0.012, -0.400, -0.363], [0.204, -0.377, -0.137], [-0.042, 0.570, -0.284], [0.079, -0.048, -0.540], [-0.592, 0.754, 0.854], [0.379, -0.022, 0.586], [0.172, -0.044, 0.486], [0.069, 0.071, 0.034], [0.057, -0.188, -0.012], [-0.019, 0.004, -0.177], [-0.040, 0.183, 0.130], [-0.056, 0.089, 0.323]],
  "lowdin_spin": [0.00, 0.00, 0.00, 0.00, 0.00, 0.00, 0.00, 0.00, 0.00, 0.00, 0.00, 0.00, 0.00, 0.00, 0.00, 0.00, 0.00, 0.00, 0.00, 0.00, 0.00, 0.00, 0.00, 0.00, 0.00, 0.00, 0.00, 0.00, 0.00, 0.00, 0.00, 6.14, -0.03, 0.00, 0.00, 0.00, 0.00, 0.00, 0.00, -0.05, -0.01, 0.00, 0.00, 0.00, 0.00, 0.00, 0.00, 0.00, 0.00, 0.00, 0.00, 0.00, 0.00, 0.00, 0.00, 0.00, 0.00, 0.00, 0.00, 0.00, 0.00, 0.00, 0.00, 0.00, 0.00, 0.00, 0.00, -0.03, 0.00, 0.00, 0.00, 0.00, 0.00, 0.00, 0.00, 0.00, 0.00, -0.01, 0.00, 0.00, 0.00, 0.00, 0.00, 0.00]
}

---

{
  "formula": "C29H21N6O12Zr",
  "method": "ωB97M-V with the def2-TZVPD basis set",
  "homo_energy_ev": -12.167,
  "de_lowest_kj_mol": 48.1,
  "total_charge": 1,
  "orbital_gap_ev": 7.95,
  "elements": ["Zr", "C", "C", "C", "C", "N", "C", "C", "C", "C", "C", "C", "N", "C", "C", "C", "C", "C", "N", "H", "H", "H", "H", "H", "H", "H", "H", "H", "H", "H", "O", "C", "O", "C", "C", "C", "C", "C", "O", "C", "C", "O", "O", "H", "H", "H", "H", "H", "H", "H", "H", "O", "N", "O", "C", "C", "C", "C", "O", "C", "C", "N", "O", "O", "N", "O", "O", "H", "H"],
  "xyz": [[-0.2506, -0.2747, 0.1672], [2.3460, -0.3467, 3.7354], [2.9912, 0.8686, 3.5929], [3.0373, 1.4666, 2.3436], [2.3932, 0.8500, 1.2867], [1.6814, -0.2831, 1.4439], [1.6929, -0.8811, 2.6411], [2.4353, 1.3717, -0.0962], [3.4264, 2.2220, -0.5661], [3.3664, 2.6408, -1.8835], [2.3255, 2.2153, -2.6919], [1.3763, 1.3566, -2.1541], [1.4586, 0.9394, -0.8926], [0.2118, 0.8330, -2.9035], [-0.0016, 1.1151, -4.2453], [-1.0938, 0.5645, -4.8928], [-1.9423, -0.2682, -4.1810], [-1.6755, -0.4901, -2.8436], [-0.6320, 0.0480, -2.2043], [2.3160, -0.8602, 4.6850], [3.4608, 1.3447, 4.4428], [3.5444, 2.4105, 2.2062], [1.1455, -1.8069, 2.7239], [4.2359, 2.5352, 0.0770], [4.1275, 3.2974, -2.2822], [2.2675, 2.5465, -3.7172], [0.6808, 1.7494, -4.7902], [-1.2795, 0.7816, -5.9358], [-2.7951, -0.7365, -4.6507], [-2.3246, -1.1204, -2.2519], [-0.4469, 1.8807, 2.6146], [-1.0665, 1.7669, 1.5846], [-0.4834, 1.6741, 0.4017], [-2.5920, 1.5962, 1.5335], [-3.0008, 1.3819, 0.0674], [-4.5149, 1.2583, -0.0917], [-4.7819, -0.1574, 0.4701], [-3.3852, -0.5837, 0.9121], [-2.5270, 0.0106, -0.1225], [-2.9643, 0.2067, 2.1667], [-1.7600, -0.5019, 2.8008], [-1.6629, -0.6957, 3.9786], [-0.8848, -0.9086, 1.8892], [-3.0878, 2.4309, 2.0214], [-2.5191, 2.0507, -0.6352], [-4.7938, 1.3353, -1.1411], [-5.0314, 2.0438, 0.4565], [-5.1631, -0.8275, -0.2988], [-5.4781, -0.1643, 1.3054], [-3.2185, -1.6500, 0.9695], [-3.7491, 0.2771, 2.9128], [-0.9331, -7.2941, -3.9625], [-0.3113, -6.2650, -4.1217], [0.3998, -6.0001, -5.0715], [-0.3988, -5.2590, -3.0595], [0.4249, -4.1640, -3.0974], [0.3110, -3.2075, -2.1019], [-0.7307, -3.2186, -1.1121], [-0.9613, -2.2110, -0.3695], [-1.4792, -4.4458, -1.0834], [-1.2979, -5.4371, -2.0134], [-2.4594, -4.7125, -0.0242], [-2.6567, -5.8771, 0.2493], [-3.0682, -3.7730, 0.4503], [1.2582, -2.1579, -2.0474], [1.9387, -1.8865, -3.0060], [1.4109, -1.5863, -0.9497], [1.1752, -4.0650, -3.8696], [-1.8627, -6.3569, -1.9448]],
  "forces_ev_per_angstrom": [[1.622, -2.326, -3.005], [0.067, -0.003, -0.035], [-0.002, -0.027, -0.010], [0.049, -0.052, -0.067], [0.227, -0.043, 0.070], [0.153, 0.440, 0.406], [0.164, -0.005, 0.104], [0.080, 0.106, -0.129], [-0.030, -0.032, 0.041], [-0.022, 0.002, -0.024], [-0.014, -0.029, 0.042], [0.094, 0.011, 0.012], [0.320, 0.359, -0.044], [-0.090, -0.033, -0.144], [0.035, -0.004, 0.008], [-0.045, -0.037, 0.088], [0.083, 0.064, -0.066], [-0.111, -0.121, -0.018], [0.060, 0.217, -0.142], [-0.028, -0.021, -0.016], [0.007, 0.003, -0.003], [-0.002, -0.012, -0.036], [-0.104, 0.044, 0.022], [-0.014, -0.005, 0.003], [0.001, 0.004, 0.008], [-0.012, -0.004, 0.002], [0.007, 0.005, 0.026], [0.031, -0.019, -0.012], [-0.020, -0.002, 0.040], [0.016, 0.021, 0.060], [-0.192, 0.284, -0.151], [-0.687, 1.073, 1.101], [-0.134, 0.929, 0.417], [0.304, -0.230, -0.274], [-0.451, 0.349, 0.254], [0.154, -0.109, 0.009], [0.148, -0.002, -0.099], [-0.529, 0.028, 0.330], [-0.289, 0.120, 0.182], [0.386, -0.154, -0.128], [-0.874, 0.234, 0.778], [0.187, -0.166, -0.250], [-0.454, -0.065, 1.068], [0.031, 0.005, 0.072], [0.067, -0.070, -0.051], [-0.031, 0.010, 0.011], [0.000, 0.020, -0.004], [0.000, -0.009, 0.019], [-0.007, -0.034, 0.009], [0.135, -0.060, -0.125], [-0.039, 0.015, -0.012], [-0.003, 0.193, -0.086], [0.296, -0.245, 0.018], [-0.178, -0.035, 0.114], [-0.121, 0.210, 0.195], [0.243, 0.030, -0.169], [-0.885, -0.382, 0.228], [0.093, -0.201, -0.286], [-0.530, -0.640, -0.053], [0.439, 0.442, 0.064], [-0.029, -0.138, -0.125], [-0.533, -0.190, -0.265], [0.169, 0.179, 0.118], [0.193, 0.027, 0.018], [0.469, 0.099, -0.034], [-0.076, -0.048, 0.067], [0.270, -0.006, -0.137], [-0.010, -0.002, -0.008], [-0.052, 0.041, 0.005]],
  "lowdin_charge": [1.94, 0.00, -0.01, 0.02, -0.20, 0.01, -0.08, -0.17, 0.04, 0.00, 0.03, -0.18, 0.03, -0.18, 0.02, -0.01, -0.01, -0.09, 0.04, 0.13, 0.13, 0.12, 0.13, 0.12, 0.13, 0.12, 0.12, 0.13, 0.12, 0.12, 0.14, -0.56, -0.19, -0.06, -0.23, -0.07, -0.07, -0.21, -0.20, -0.06, -0.52, 0.16, -0.23, 0.17, 0.16, 0.12, 0.13, 0.12, 0.13, 0.13, 0.17, 0.11, -0.35, 0.10, -0.12, 0.11, -0.07, -0.23, -0.16, -0.03, 0.11, -0.33, 0.12, 0.09, -0.29, 0.15, -0.06, 0.14, 0.14]
}